{
  "formula": "C29H33Cl3N2O2TeTi",
  "method": "ωB97M-V/def2-TZVPD",
  "e_above_lowest_kcal_mol": 0.0,
  "charge": -1,
  "multiplicity": 2,
  "gap_ev": [6.48, 6.58],
  "e_homo_ev": [-4.072, -4.180],
  "fmax_ev_per_a": 0.99,
  "energy_ev": -105662.5337,
  "species": ["Ti", "C", "C", "C", "C", "C", "H", "H", "H", "H", "H", "Cl", "C", "Cl", "Cl", "C", "N", "C", "C", "O", "N", "Te", "C", "C", "C", "C", "C", "C", "C", "C", "C", "C", "C", "C", "C", "C", "C", "C", "C", "C", "H", "H", "H", "H", "H", "H", "H", "H", "H", "H", "H", "H", "H", "H", "H", "H", "H", "H", "H", "H", "H", "H", "H", "H", "H", "C", "C", "O", "H", "H", "H"],
  "xyz": [[-0.66, -0.38, -3.67], [-0.99, 1.97, -3.50], [-0.76, 1.76, -4.88], [-1.83, 1.00, -5.39], [-2.72, 0.73, -4.33], [-2.21, 1.33, -3.16], [-0.33, 2.47, -2.81], [0.11, 2.09, -5.43], [-1.93, 0.63, -6.40], [-3.61, 0.11, -4.38], [-2.62, 1.27, -2.17], [-1.70, -5.27, -1.16], [-1.93, -4.56, -2.73], [-2.22, -5.65, -4.05], [1.31, -3.20, -4.92], [-1.82, -3.25, -2.94], [-1.73, -2.08, -3.11], [2.58, -0.40, -1.63], [1.27, -0.25, -2.35], [1.36, -0.15, -3.70], [0.11, -0.22, -1.82], [-0.17, 1.26, 0.54], [-0.16, 2.27, 2.44], [0.72, 3.36, 2.61], [1.61, 3.85, 1.51], [0.79, 3.99, 3.85], [0.02, 3.60, 4.93], [0.12, 4.29, 6.26], [-0.87, 2.55, 4.73], [-0.98, 1.89, 3.51], [-1.99, 0.78, 3.40], [0.14, -0.65, 1.40], [1.27, -0.88, 2.19], [2.31, 0.17, 2.46], [1.44, -2.14, 2.77], [0.53, -3.17, 2.56], [0.73, -4.53, 3.18], [-0.58, -2.91, 1.76], [-0.79, -1.67, 1.17], [-2.01, -1.48, 0.32], [3.18, -1.17, -2.12], [2.42, -0.67, -0.59], [3.14, 0.54, -1.68], [1.07, 3.98, 0.57], [2.41, 3.14, 1.30], [2.05, 4.81, 1.77], [1.48, 4.83, 3.97], [0.92, 5.03, 6.26], [0.31, 3.58, 7.06], [-0.82, 4.80, 6.51], [-1.50, 2.23, 5.56], [-2.69, 0.82, 4.23], [-1.52, -0.20, 3.39], [-2.55, 0.87, 2.46], [2.57, 0.71, 1.55], [3.22, -0.30, 2.85], [1.97, 0.90, 3.19], [2.31, -2.32, 3.38], [1.62, -4.55, 3.80], [0.84, -5.29, 2.41], [-0.12, -4.81, 3.80], [-1.29, -3.71, 1.56], [-2.57, -2.41, 0.24], [-1.73, -1.16, -0.68], [-2.66, -0.71, 0.74], [1.42, -1.09, -6.63], [0.48, -1.90, -5.81], [-0.70, -1.78, -5.71], [1.87, -1.73, -7.39], [2.19, -0.71, -5.96], [0.88, -0.26, -7.09]],
  "mulliken_charge": [-0.06, -0.64, -0.51, -0.38, -0.65, -0.26, 0.58, 0.41, 0.47, 0.45, 0.41, -0.24, 0.10, -0.27, -0.17, 0.17, -0.38, -1.22, 0.90, -0.58, 0.05, 0.71, -0.61, 1.25, -1.75, -0.93, 0.65, -1.55, -1.01, 1.41, -1.37, -0.03, 1.08, -1.55, -1.10, 0.69, -1.57, -0.90, 1.31, -1.20, 0.35, 0.10, 0.27, 0.26, 0.25, 0.41, 0.25, 0.35, 0.33, 0.32, 0.36, 0.44, 0.23, 0.14, 0.13, 0.46, 0.27, 0.28, 0.36, 0.32, 0.33, 0.38, 0.48, -0.17, 0.05, -1.08, 0.92, -0.45, 0.41, 0.29, 0.23]
}

***

{
  "formula": "C29H33CuN4Sb2",
  "method": "ωB97M-V/def2-TZVPD",
  "e_above_lowest_kcal_mol": 7.1,
  "gap_ev": 6.10,
  "e_homo_ev": -6.704,
  "fmax_ev_per_a": 1.12,
  "energy_ev": -94282.4443,
  "species": ["Cu", "C", "C", "C", "C", "C", "C", "N", "C", "C", "C", "C", "C", "C", "N", "N", "C", "C", "C", "C", "C", "N", "H", "H", "H", "H", "H", "H", "H", "H", "H", "H", "H", "H", "H", "C", "Sb", "C", "C", "C", "C", "C", "C", "C", "C", "C", "Sb", "C", "C", "H", "H", "H", "H", "H", "H", "H", "H", "H", "H", "H", "H", "H", "H", "H", "H", "H", "H", "H", "H"],
  "xyz": [[-0.19, 0.92, 0.12], [-2.79, 2.52, 4.62], [-3.10, 1.41, 3.84], [-2.14, 0.82, 3.04], [-0.83, 1.32, 2.99], [-0.54, 2.46, 3.76], [-1.51, 3.03, 4.57], [0.08, 0.75, 2.09], [1.40, 0.74, 2.41], [1.94, 0.69, 3.72], [3.28, 0.46, 3.91], [4.17, 0.29, 2.83], [3.70, 0.37, 1.55], [2.34, 0.65, 1.33], [1.78, 0.90, 0.11], [2.39, 0.61, -0.97], [1.53, 0.67, -2.05], [2.03, 0.89, -3.35], [1.17, 0.87, -4.41], [-0.19, 0.62, -4.19], [-0.61, 0.43, -2.90], [0.22, 0.44, -1.84], [-3.54, 2.97, 5.25], [-4.10, 0.99, 3.87], [-2.37, -0.04, 2.44], [0.45, 2.90, 3.70], [-1.25, 3.91, 5.16], [1.28, 0.77, 4.57], [3.65, 0.38, 4.93], [5.22, 0.09, 3.03], [4.36, 0.27, 0.70], [3.09, 1.08, -3.46], [1.54, 1.04, -5.42], [-0.89, 0.57, -5.01], [-1.65, 0.22, -2.68], [-1.52, -2.57, 1.66], [-1.76, -1.60, -0.26], [-2.19, -3.47, -1.25], [-3.87, -1.07, 0.05], [-4.43, -0.40, -1.16], [-4.75, -1.20, -2.27], [-5.21, -0.66, -3.46], [-5.35, 0.71, -3.57], [-5.05, 1.51, -2.48], [-4.59, 0.99, -1.27], [-4.26, 1.94, -0.16], [-2.18, 2.51, -0.21], [-2.36, 4.19, 1.10], [-2.28, 3.58, -2.07], [-2.49, -2.85, 2.06], [-1.00, -1.91, 2.36], [-0.91, -3.47, 1.51], [-2.99, -4.00, -0.73], [-1.28, -4.08, -1.23], [-2.46, -3.30, -2.29], [-3.90, -0.44, 0.94], [-4.38, -2.01, 0.27], [-4.65, -2.28, -2.17], [-5.45, -1.31, -4.29], [-5.71, 1.16, -4.49], [-5.19, 2.59, -2.56], [-4.44, 1.54, 0.83], [-4.83, 2.87, -0.27], [-3.18, 4.83, 0.79], [-1.43, 4.76, 1.11], [-2.54, 3.82, 2.11], [-3.01, 4.38, -2.00], [-2.57, 2.89, -2.86], [-1.30, 3.99, -2.31]],
  "nbo_charge": [0.81, -0.26, -0.20, -0.27, 0.15, -0.22, -0.22, -0.73, 0.20, -0.27, -0.17, -0.27, -0.18, 0.06, -0.26, -0.27, 0.32, -0.24, -0.16, -0.28, 0.05, -0.56, 0.21, 0.21, 0.21, 0.21, 0.21, 0.22, 0.21, 0.21, 0.23, 0.23, 0.22, 0.22, 0.20, -1.00, 1.02, -1.00, -0.78, 0.05, -0.24, -0.22, -0.23, -0.21, -0.07, -0.75, 1.04, -0.99, -1.00, 0.22, 0.24, 0.23, 0.22, 0.23, 0.22, 0.22, 0.23, 0.21, 0.21, 0.21, 0.21, 0.24, 0.23, 0.22, 0.23, 0.25, 0.23, 0.24, 0.23]
}

***

{
  "formula": "C29H33GeOPtS",
  "method": "ωB97M-V/def2-TZVPD",
  "e_above_lowest_kcal_mol": 0.0,
  "charge": 2,
  "multiplicity": 2,
  "gap_ev": [7.13, 5.61],
  "e_homo_ev": [-14.236, -14.212],
  "fmax_ev_per_a": 1.23,
  "energy_ev": -103238.0757,
  "species": ["Pt", "C", "C", "C", "C", "C", "C", "C", "C", "C", "H", "H", "H", "H", "H", "H", "H", "H", "H", "H", "H", "H", "C", "S", "C", "O", "H", "H", "H", "H", "H", "H", "C", "C", "C", "C", "C", "C", "Ge", "C", "C", "C", "C", "C", "C", "C", "C", "C", "C", "C", "C", "H", "H", "H", "H", "H", "H", "H", "H", "H", "H", "H", "H", "H", "H", "H"],
  "xyz": [[-0.43, -0.10, 1.25], [-1.49, 2.34, 3.62], [-1.49, 0.90, 3.23], [-2.36, 0.45, 2.19], [-2.51, -0.92, 1.86], [-3.63, -1.38, 0.99], [-1.59, -1.82, 2.45], [-0.70, -1.40, 3.48], [0.18, -2.40, 4.15], [-0.71, -0.05, 3.88], [-2.26, 2.51, 4.37], [-1.72, 2.99, 2.77], [-0.54, 2.65, 4.05], [-3.03, 1.17, 1.73], [-4.06, -0.56, 0.43], [-4.41, -1.80, 1.63], [-3.31, -2.16, 0.30], [-1.62, -2.86, 2.17], [-0.38, -2.86, 4.97], [1.06, -1.93, 4.58], [0.48, -3.19, 3.47], [-0.03, 0.26, 4.67], [2.84, 2.33, 0.04], [2.04, 1.91, 1.56], [3.45, 1.66, 2.61], [1.56, 0.43, 1.39], [3.33, 3.29, 0.18], [2.07, 2.42, -0.72], [3.56, 1.55, -0.22], [3.95, 2.63, 2.73], [4.11, 0.93, 2.15], [3.09, 1.32, 3.58], [4.52, -1.44, -1.89], [3.71, -2.26, -1.11], [2.38, -1.93, -0.91], [1.84, -0.78, -1.48], [2.66, 0.05, -2.25], [3.99, -0.29, -2.46], [0.00, -0.28, -1.20], [-0.38, 1.53, -1.77], [-0.46, 1.71, -3.15], [-0.71, 2.97, -3.69], [-0.91, 4.06, -2.85], [-0.84, 3.89, -1.47], [-0.58, 2.64, -0.94], [-1.24, -1.52, -1.98], [-2.60, -1.21, -2.04], [-3.50, -2.10, -2.59], [-3.06, -3.32, -3.09], [-1.71, -3.64, -3.03], [-0.80, -2.75, -2.48], [5.56, -1.70, -2.05], [4.12, -3.16, -0.67], [1.76, -2.60, -0.32], [2.26, 0.94, -2.71], [4.62, 0.34, -3.08], [-0.33, 0.87, -3.83], [-0.76, 3.10, -4.76], [-1.13, 5.03, -3.27], [-1.00, 4.74, -0.82], [-0.53, 2.53, 0.14], [-2.94, -0.24, -1.70], [-4.55, -1.85, -2.66], [-3.76, -4.01, -3.53], [-1.36, -4.59, -3.43], [0.25, -3.00, -2.47]],
  "mulliken_charge": [1.63, -1.69, 0.43, -0.58, 0.93, -1.58, -0.91, 0.94, -1.79, -0.40, 0.40, 0.37, 0.37, 0.46, 0.41, 0.43, 0.34, 0.55, 0.39, 0.41, 0.43, 0.59, -0.76, 0.63, -1.15, -0.67, 0.58, 0.04, 0.23, 0.49, 0.34, 0.39, -0.59, -0.80, -0.20, 0.72, -0.49, -0.62, -0.48, 0.65, -0.29, -0.74, -0.62, -0.84, -0.07, 0.47, -0.61, -0.59, -0.50, -0.73, -0.55, 0.45, 0.46, 0.49, 0.44, 0.46, 0.51, 0.44, 0.42, 0.46, 0.22, 0.63, 0.45, 0.44, 0.43, 0.36]
}

***

Question: Which formula does entry 3 have?
Answer: C29H33GeOPtS